Model A:
# C6H6N2O2

A cluster of 2 separate species, C6H6N2O2 in total (ωB97M-V/def2-TZVPD, the OMol25 dataset).

CARTESIAN COORDINATES (ANGSTROEM)
C1 1.38 0.55 -0.36
C2 1.69 0.70 1.09
C3 0.66 0.53 1.96
C4 -0.92 0.32 0.14
C5 -0.68 -1.89 -1.60
C6 -1.64 -1.24 -1.92
H1 -0.11 0.68 -1.73
H2 2.64 0.92 1.47
H3 0.77 0.56 3.07
H4 -1.33 0.01 2.20
H5 0.35 -2.22 -1.32
H6 -2.52 -0.75 -2.19
N1 0.12 0.56 -0.75
N2 -0.60 0.28 1.47
O1 2.24 0.74 -1.20
O2 -2.05 0.25 -0.31

Its structure (SMILES) is O=c1cc[nH]c(=O)[nH]1.C#C. As for the HOMO energy: -9.29 eV. Its LUMO energy is 0.43 eV. The total charge is 0.

***

Model B:
# C6H6N2O2

A structure of composition C6H6N2O2 (ωB97M-V/def2-TZVPD, the OMol25 dataset).

CARTESIAN COORDINATES (ANGSTROEM)
C1 0.50 -0.55 -2.08
C2 0.48 0.87 -1.73
C3 0.98 1.16 -0.41
C4 1.20 -1.26 0.25
C5 -3.19 0.62 2.81
C6 -2.37 0.73 1.96
H1 1.17 -2.26 -1.84
H2 0.43 1.59 -2.53
H3 1.40 2.11 0.06
H4 1.15 0.34 1.49
H5 -3.98 0.56 3.57
H6 -1.53 0.65 1.27
N1 0.59 -1.40 -1.05
N2 1.03 0.08 0.56
O1 0.39 -1.09 -3.21
O2 1.76 -2.14 0.89

As for the HOMO energy: -9.86 eV. Its LUMO energy is -0.33 eV. The total charge is 0.

***

Model C:
# C6H6N2O2

An isolated molecule of C6H6N2O2 (ωB97M-V/def2-TZVPD, the OMol25 dataset).

CARTESIAN COORDINATES (ANGSTROEM)
C1 -2.65 -0.47 0.67
C2 0.49 -0.12 -1.24
C3 -1.41 -0.49 0.10
C4 -0.86 -0.48 -1.19
C5 -0.12 -0.14 0.90
C6 2.20 0.44 0.52
N1 -3.68 -0.53 1.18
N2 0.93 -0.01 0.05
O1 -1.63 -0.64 -2.33
O2 -0.09 0.25 2.21
H1 1.05 0.07 -2.05
H2 3.00 -0.36 0.46
H3 2.68 1.10 -0.30
H4 2.20 1.04 1.54
H5 -1.19 -0.20 -3.01
H6 -0.92 0.54 2.49

Its structure (SMILES) is Cn1cc(O)c(C#N)c1O. As for the HOMO energy: -8.09 eV. Its LUMO energy is 0.45 eV. The total charge is 0.

***

So which one is most stable? That would be model C, about 0.0049 hartree below the next structure.

***

Model A:
# C6H6N2O2

A cluster of 2 separate species, C6H6N2O2 in total (ωB97M-V/def2-TZVPD, the OMol25 dataset).

CARTESIAN COORDINATES (ANGSTROEM)
C1 -2.75 -0.50 0.16
C2 -2.65 0.90 -0.10
C3 -1.42 1.41 -0.21
C4 -0.40 -0.85 -0.32
C5 4.57 -0.37 -0.35
C6 4.82 0.04 0.79
H1 -2.07 -2.21 0.14
H2 -3.58 1.60 -0.01
H3 -1.27 2.57 -0.10
H4 0.54 0.72 -0.30
H5 4.39 -0.97 -1.16
H6 4.85 0.88 1.58
N1 -1.62 -1.31 0.05
N2 -0.40 0.54 -0.31
O1 -3.75 -1.00 0.51
O2 0.74 -1.45 -0.37

Its structure (SMILES) is O=c1cc[nH]c(=O)[nH]1.C#C. As for the HOMO energy: -9.52 eV. Its LUMO energy is 0.52 eV. The total charge is 0.

***

Model B:
# C6H6N2O2

An isolated molecule of C6H6N2O2 (ωB97M-V/def2-TZVPD, the OMol25 dataset).

CARTESIAN COORDINATES (ANGSTROEM)
N1 2.71 -1.89 0.09
C1 1.93 -0.90 0.21
C2 0.50 -0.97 0.09
C3 -0.71 -0.99 0.06
C4 -2.14 -0.98 0.02
N2 -2.89 -2.01 0.09
C5 -4.27 -1.53 0.06
C6 -4.14 0.01 -0.05
O1 -2.72 0.23 -0.06
H1 -4.79 -1.97 -0.80
H2 -4.79 -1.84 0.97
H3 -4.56 0.42 -0.98
H4 -4.57 0.55 0.80
O2 2.58 0.29 -0.34
H5 1.92 0.86 -0.75
H6 3.60 -1.43 -0.37

Its structure (SMILES) is [H]/N=C(\O)C#CC1=NCCO1. As for the HOMO energy: -9.71 eV. Its LUMO energy is -0.23 eV. The total charge is 0.

***

So which one is most stable? That would be model A, about 0.0190 hartree below the next structure.

***

Model A:
# C4H8ClNO

An isolated molecule of C4H8ClNO (ωB97M-V/def2-TZVPD, the OMol25 dataset).

CARTESIAN COORDINATES (ANGSTROEM)
C1 -0.03 -0.90 -0.73
C2 -0.36 0.61 -0.44
C3 1.46 -0.01 0.76
C4 -1.67 0.86 0.34
N1 0.82 -1.23 0.36
O1 0.71 1.04 0.43
Cl1 3.07 0.14 -0.25
H1 -1.06 -1.36 -0.64
H2 0.42 -0.89 -1.78
H3 -0.41 1.23 -1.46
H4 1.81 -0.18 1.73
H5 -1.71 0.20 1.18
H6 -2.59 0.46 -0.07
H7 -2.00 1.84 0.43
H8 1.53 -1.82 0.13

Its structure (SMILES) is C[C@@H]1CN[C@@H](Cl)O1. As for the HOMO energy: -9.75 eV. Its LUMO energy is 0.88 eV. The total charge is 0.

***

Model B:
# C4H8ClNO

An isolated molecule of C4H8ClNO (ωB97M-V/def2-TZVPD, the OMol25 dataset).

CARTESIAN COORDINATES (ANGSTROEM)
C1 1.37 0.65 -0.61
C2 0.44 1.71 -0.08
C3 -0.09 0.37 0.37
C4 -1.27 -1.63 -0.19
N1 -1.11 -0.20 -0.37
O1 0.17 -0.07 1.65
Cl1 -2.68 0.61 0.01
H1 1.26 0.32 -1.63
H2 2.27 0.42 -0.08
H3 0.82 2.36 0.69
H4 -0.17 2.22 -0.81
H5 -0.34 -2.09 -0.51
H6 -1.47 -1.92 0.84
H7 -2.08 -1.97 -0.83
H8 -0.19 0.55 2.30

Its structure (SMILES) is CN(Cl)C1(O)CC1. As for the HOMO energy: -8.91 eV. Its LUMO energy is 0.76 eV. The total charge is 0.

***

So which one is most stable? That would be model A, about 0.0522 hartree below the next structure.

***

Model A:
# C3H3CuO3

A structure of composition C3H3CuO3 (ωB97M-V/def2-TZVPD, the OMol25 dataset).

CARTESIAN COORDINATES (ANGSTROEM)
O1 0.41 1.68 -1.60
Cu1 -1.64 1.32 1.87
O2 -0.14 2.35 0.55
C1 0.20 1.97 -0.50
O3 -0.45 -0.26 1.20
C2 0.70 -1.23 -0.58
H1 1.55 -0.55 -0.48
H2 0.68 -1.97 -1.37
C3 -0.32 -1.22 0.42
H3 -0.99 -2.09 0.49

As for the multiplicity: 2. As for the HOMO energy (alpha / beta): -14.48 / -15.16 eV. Its LUMO energy (alpha / beta) is -5.39 / -6.31 eV. The total charge is +1.

***

Model B:
# C3H3CuO3

A structure of composition C3H3CuO3 (ωB97M-V/def2-TZVPD, the OMol25 dataset).

CARTESIAN COORDINATES (ANGSTROEM)
O1 0.84 1.11 -0.73
Cu1 -1.89 1.61 2.17
O2 -0.16 2.05 1.07
C1 0.51 1.27 0.46
O3 -0.24 -0.28 1.04
C2 0.50 -0.75 -1.10
H1 1.56 -1.00 -1.15
H2 -0.07 -0.77 -2.03
C3 -0.19 -1.20 0.11
H3 -0.87 -2.06 0.15

As for the multiplicity: 2. As for the HOMO energy (alpha / beta): -11.81 / -15.72 eV. Its LUMO energy (alpha / beta) is -5.88 / -5.90 eV. The total charge is +1.

***

So which one is most stable? That would be model A, about 0.1187 hartree below the next structure.

***

Model A:
# C8H10N2P

The ion C8H10N2P with charge +1 (ωB97M-V/def2-TZVPD, the OMol25 dataset).

CARTESIAN COORDINATES (ANGSTROEM)
C1 -0.20 1.03 2.37
C2 0.17 2.17 1.57
C3 -0.57 -0.13 1.76
C4 0.35 2.10 0.25
C5 0.19 -1.00 -1.60
C6 -0.08 -0.25 0.43
C7 0.39 0.80 -0.32
C8 -0.49 -2.69 -0.02
N1 -0.15 -1.38 -0.36
N2 0.58 0.34 -1.62
P1 0.96 1.28 -3.12
H1 -0.38 1.33 3.34
H2 0.26 3.08 2.00
H3 -1.06 -0.89 2.21
H4 0.49 3.06 -0.39
H5 0.13 -1.59 -2.39
H6 -0.84 -3.35 -0.80
H7 0.26 -3.09 0.63
H8 -1.42 -2.85 0.69
H9 2.30 1.50 -2.71
H10 0.66 2.62 -2.39

Its structure (SMILES) is Cn1c[n+](P)c2ccccc21. As for the HOMO energy: -13.12 eV. Its LUMO energy is -3.64 eV. The total charge is +1.

***

Model B:
# C8H10N2P

The ion C8H10N2P with charge +1 (ωB97M-V/def2-TZVPD, the OMol25 dataset).

CARTESIAN COORDINATES (ANGSTROEM)
C1 -2.09 1.67 -0.79
C2 -1.55 1.73 -2.07
C3 -1.60 0.93 0.25
C4 -0.32 1.00 -2.24
C5 1.36 -1.03 0.97
C6 -0.44 0.19 0.19
C7 0.00 0.32 -1.10
C8 -0.71 -1.10 2.26
N1 0.13 -0.61 1.15
N2 2.05 -0.60 -0.05
P1 3.67 -1.06 -0.44
H1 -3.00 2.31 -0.47
H2 -1.86 2.53 -2.76
H3 -2.00 1.16 1.23
H4 0.31 1.19 -3.10
H5 1.85 -1.72 1.63
H6 -1.72 -1.60 2.03
H7 -0.17 -1.89 2.84
H8 -0.96 -0.35 3.07
H9 3.69 -0.58 -1.79
H10 3.36 -2.48 -0.81

As for the HOMO energy (alpha / beta): -12.52 / -12.52 eV. Its LUMO energy (alpha / beta) is -5.73 / -5.73 eV. The total charge is +1.

***

So which one is most stable? That would be model A, about 0.1175 hartree below the next structure.

***

Model A:
# C4H11O

A cluster of 2 separate species, C4H11O in total (ωB97M-V/def2-TZVPD, the OMol25 dataset).

CARTESIAN COORDINATES (ANGSTROEM)
C1 2.50 0.32 0.72
O1 2.49 0.86 -0.53
H1 2.91 -0.72 0.79
H2 1.45 0.19 1.12
H3 3.00 0.98 1.46
C2 -1.85 -1.06 0.94
C3 -1.69 0.18 0.08
C4 -1.43 -0.14 -1.41
H4 -0.95 -1.67 0.92
H5 -2.10 -0.82 1.97
H6 -2.67 -1.67 0.56
H7 -2.54 0.86 0.20
H8 -0.83 0.74 0.45
H9 -2.11 0.40 -2.07
H10 -1.77 -1.16 -1.56
H11 -0.37 -0.12 -1.62

As for the HOMO energy: -1.77 eV. Its LUMO energy is 3.89 eV. The total charge is -1.

***

Model B:
# C4H11O

A cluster of 2 separate species, C4H11O in total (ωB97M-V/def2-TZVPD, the OMol25 dataset).

CARTESIAN COORDINATES (ANGSTROEM)
C1 3.42 0.73 -0.39
O1 4.09 -0.45 -0.32
H1 3.13 1.14 0.61
H2 2.41 0.57 -0.92
H3 3.83 1.60 -0.94
C2 -2.50 -1.19 0.07
C3 -1.65 0.02 -0.36
C4 -0.57 0.27 0.74
H4 -2.10 -2.01 -0.55
H5 -2.33 -1.63 1.07
H6 -3.53 -1.06 -0.28
H7 -1.15 -0.02 -1.37
H8 -2.14 1.01 -0.48
H9 -0.05 1.21 0.54
H10 0.17 -0.51 0.86
H11 -1.03 0.32 1.72

As for the HOMO energy: -1.67 eV. Its LUMO energy is 3.44 eV. The total charge is -1.

***

So which one is most stable? That would be model A, about 0.0181 hartree below the next structure.